CH5N2O | wB97M-V/def2-TZVPD

charge	-1
orbital gap	7.748	eV
E_tot	-225.87119	Ha
LUMO level	4.9	eV

```
9
Properties=species:S:1:pos:R:3:mulliken_charge:R:1
H -0.171 1.912 -0.140 0.10
H -1.227 -0.988 2.030 0.29
H -0.253 1.033 -2.084 0.32
H 0.934 -1.228 -0.834 0.24
C 0.113 0.418 -1.248 -0.13
O -0.422 -0.514 2.276 -0.77
H -0.334 0.031 1.424 0.43
N 0.507 -0.761 -1.632 -0.75
N 0.013 0.919 -0.009 -0.73
```